Computed, not measured: a structure of composition C4H12N2O2 at a distorted geometry, with ωB97M-V with the def2-TZVPD basis set.

The energy above the lowest of the compared OMol25 structures with the same formula, charge and spin comes out at 430.2 kJ/mol. Its charge is 0. The HOMO-LUMO gap comes out at 8.28 eV. Its electronic energy is -419.48462 Eh. The highest occupied orbital energy comes out at -7.6 eV.

Last column: Mulliken charge in e.
CARTESIAN COORDINATES (ANGSTROEM)
C1 -0.660 -0.222 0.317  0.7100
C2 -0.840 1.187 2.346  -0.6431
C3 1.008 -1.242 -1.549  -1.0268
C4 1.508 1.030 -1.041  -0.9509
N1 0.474 0.026 -1.108  -0.2018
N2 -1.806 -0.583 -0.409  -0.4944
O1 -0.585 1.054 0.647  -0.4348
O2 -0.294 -1.156 1.270  -0.5210
H1 -0.704 -2.002 1.055  0.3857
H2 -1.762 -0.104 -1.308  0.2648
H3 -2.566 -0.992 0.115  0.1915
H4 -1.620 0.543 2.744  0.3001
H5 -1.074 2.246 2.349  0.2483
H6 0.146 0.986 2.754  0.2903
H7 1.818 -1.598 -0.895  0.2887
H8 1.426 -1.134 -2.558  0.3426
H9 0.208 -1.979 -1.600  0.3212
H10 1.988 1.137 -2.020  0.3571
H11 2.262 0.796 -0.275  0.3017
H12 1.072 2.007 -0.836  0.2708

***

Computed, not measured: a cluster of 6 separate species, C19H40O8S5 in total, with ωB97M-V with the def2-TZVPD basis set.

Its charge is 0. The HOMO-LUMO gap comes out at 8.94 eV. Its electronic energy is -3340.63446 Eh. The highest occupied orbital energy comes out at -8.6 eV.

Last column: Mulliken charge in e.
CARTESIAN COORDINATES (ANGSTROEM)
C1 2.978 1.801 2.677  -0.5495
O1 2.230 2.823 3.339  -0.1893
C2 1.795 3.861 2.567  0.3990
O2 2.140 4.986 2.787  -0.5517
C3 0.737 3.497 1.539  -0.3479
O3 -0.504 3.519 2.225  -0.4351
C4 -1.218 2.336 2.194  0.0631
C5 -1.831 1.934 1.021  -0.1271
C6 -2.557 0.748 0.989  -0.2516
C7 -2.669 -0.011 2.145  -0.4573
C8 -2.067 0.408 3.324  -0.6667
C9 -1.331 1.582 3.357  -0.3398
H1 3.953 2.181 2.372  0.3057
H2 3.101 0.994 3.390  0.1308
H3 2.466 1.399 1.800  0.2969
H4 0.737 4.238 0.741  0.3222
H5 0.919 2.507 1.121  0.3079
H6 -1.725 2.565 0.148  0.4472
H7 -3.009 0.447 0.057  0.3782
H8 -3.239 -0.931 2.137  0.4517
H9 -2.164 -0.182 4.224  0.3894
H10 -0.845 1.934 4.256  0.4971
C10 -1.740 0.211 -3.951  -0.8563
S1 -2.058 -1.264 -2.983  0.3283
O4 -2.785 -0.830 -1.755  -0.5449
C11 -0.357 -1.533 -2.503  -0.5154
H11 -2.696 0.581 -4.317  0.3417
H12 -1.266 0.961 -3.317  0.2537
H13 -1.095 -0.055 -4.790  0.3203
H14 0.005 -0.675 -1.936  0.2505
H15 0.233 -1.681 -3.406  -0.0075
H16 -0.319 -2.425 -1.880  0.3926
C12 2.791 1.731 6.885  -0.8038
S2 3.992 0.400 6.781  0.4664
O5 3.879 -0.158 5.407  -0.6023
C13 3.123 -0.734 7.870  -0.9206
H17 3.121 2.525 6.218  0.2522
H18 1.818 1.362 6.561  0.2112
H19 2.747 2.100 7.909  0.4197
H20 2.125 -0.921 7.474  0.2928
H21 3.070 -0.303 8.869  0.3539
H22 3.691 -1.661 7.899  0.3228
C14 0.302 -4.385 -6.790  -1.0483
S3 1.116 -3.455 -5.488  0.5655
O6 0.732 -2.022 -5.680  -0.5963
C15 2.780 -3.637 -6.120  -0.8668
H23 -0.769 -4.354 -6.599  0.3416
H24 0.522 -3.928 -7.755  0.3103
H25 0.652 -5.417 -6.761  0.3934
H26 2.825 -3.234 -7.133  0.3008
H27 3.051 -4.693 -6.111  0.4247
H28 3.432 -3.076 -5.453  0.2009
C16 5.151 0.410 -3.371  -1.0100
S4 3.510 -0.237 -3.703  0.5554
O7 3.643 -1.717 -3.756  -0.6409
C17 3.390 0.324 -5.401  -0.8923
H29 5.424 0.108 -2.362  0.3276
H30 5.856 -0.010 -4.088  0.3039
H31 5.130 1.497 -3.438  0.3662
H32 4.220 -0.089 -5.975  0.3125
H33 3.407 1.414 -5.425  0.4244
H34 2.443 -0.047 -5.792  0.2242
C18 -8.568 -0.358 2.244  -0.9259
S5 -7.160 -1.403 1.849  0.4827
O8 -6.464 -1.683 3.132  -0.6149
C19 -6.212 -0.130 1.012  -0.7524
H35 -9.270 -0.958 2.820  0.3303
H36 -8.231 0.491 2.839  0.2958
H37 -9.041 -0.022 1.321  0.3365
H38 -6.046 0.708 1.690  0.3428
H39 -6.746 0.195 0.119  0.4564
H40 -5.254 -0.560 0.729  0.0231

***

Computed, not measured: a structure of composition C7H7ClCuNO4 at a distorted geometry, with ωB97M-V with the def2-TZVPD basis set.

The energy above the lowest of the compared OMol25 structures with the same formula, charge and spin comes out at 344.0 kJ/mol. Its charge is +1. The HOMO-LUMO gap (alpha / beta) comes out at 5.65 / 6.28 eV. Its electronic energy is -2726.81239 Eh. The highest occupied orbital energy (alpha / beta) comes out at -12.5 / -13.2 eV. As for the spin multiplicity: 2.

Last column: Mulliken charge in e.
CARTESIAN COORDINATES (ANGSTROEM)
O1 -2.945 1.804 1.448  -0.4377
C1 -1.757 1.509 1.756  0.7575
N1 -0.550 0.960 1.815  -0.4333
C2 -0.619 -0.480 1.424  0.0265
C3 -0.964 -0.697 -0.131  -0.9850
C4 -0.518 0.460 -1.140  -0.2296
C5 0.750 0.085 -2.105  0.3723
O2 1.672 -0.715 -1.826  -0.3990
O3 0.761 0.775 -3.416  -0.4775
C6 0.884 -1.114 1.620  -0.4253
C7 1.854 -0.191 2.503  0.4120
O4 1.622 0.176 3.698  -0.4345
Cl1 3.463 0.333 1.728  -0.1808
H1 -0.519 -1.713 -0.479  0.4739
H2 -2.122 -0.821 -0.202  0.4334
H3 -1.424 0.638 -1.879  0.4495
H4 -0.284 1.485 -0.688  0.3545
H5 -0.072 1.332 -3.510  0.4169
H6 0.703 -2.080 2.249  0.3410
H7 1.349 -1.468 0.635  0.3501
Cu1 -1.284 -0.280 -3.499  0.6151

***

Computed, not measured: the molecule C19H23N3O5 at a distorted geometry, with ωB97M-V with the def2-TZVPD basis set.

The energy above the lowest of the compared OMol25 structures with the same formula, charge and spin comes out at 552.5 kJ/mol. Its charge is 0. Its structure (SMILES) is CCCCCOc1ccc(/C=C/c2c([N+](=O)[O-])c(=O)n(C)c(=O)n2C)cc1. The HOMO-LUMO gap comes out at 7.79 eV. Its electronic energy is -1278.19919 Eh. The highest occupied orbital energy comes out at -8.4 eV.

Last column: Mulliken charge in e.
CARTESIAN COORDINATES (ANGSTROEM)
C1 7.309 -1.331 -2.219  -1.1639
H1 6.544 -2.063 -1.974  0.3069
C2 6.773 0.090 -2.092  -0.4766
C3 6.401 0.466 -0.657  -0.5800
C4 5.197 -0.310 -0.129  -0.2137
C5 4.810 0.158 1.274  -0.9406
O1 3.723 -0.570 1.810  -0.4313
C6 2.461 -0.308 1.409  0.7629
C7 2.073 0.709 0.537  -0.3473
C8 0.740 0.880 0.227  -1.0889
C9 -0.254 0.059 0.767  0.8044
C10 0.148 -0.966 1.635  -0.5281
C11 1.472 -1.143 1.948  -0.8794
H2 1.785 -1.931 2.614  0.4286
H3 -0.584 -1.637 2.057  0.3830
C12 -1.631 0.306 0.409  0.3437
C13 -2.699 -0.346 0.897  -1.7805
C14 -4.072 -0.126 0.466  0.9057
C15 -4.880 -1.184 0.116  -0.2010
C16 -6.242 -1.001 -0.367  0.8712
O2 -7.026 -1.885 -0.613  -0.6275
N1 -6.602 0.343 -0.501  -0.0602
C17 -5.832 1.418 -0.154  0.5942
O3 -6.218 2.557 -0.270  -0.6298
N2 -4.563 1.140 0.361  -0.0254
C18 -3.846 2.304 0.849  -1.3272
H4 -3.141 2.008 1.621  0.4877
H5 -4.580 3.001 1.254  0.3927
H6 -3.322 2.808 0.037  0.3318
C19 -7.926 0.649 -1.018  -1.1236
H7 -7.836 1.234 -1.932  0.3246
H8 -8.483 1.229 -0.283  0.3263
H9 -8.427 -0.295 -1.217  0.3828
N3 -4.412 -2.543 0.149  0.9221
O4 -3.767 -2.900 1.116  -0.6047
O5 -4.686 -3.245 -0.793  -0.5464
H10 -2.569 -1.167 1.585  0.6068
H11 -1.772 1.074 -0.341  0.4047
H12 0.460 1.675 -0.448  0.3427
H13 2.799 1.374 0.097  0.3923
H14 4.599 1.235 1.284  0.3822
H15 5.634 -0.033 1.967  0.3840
H16 5.424 -1.376 -0.080  0.2071
H17 4.350 -0.182 -0.807  0.3812
H18 7.259 0.291 -0.004  0.2922
H19 6.174 1.535 -0.622  0.3425
H20 5.899 0.208 -2.735  0.2919
H21 7.537 0.787 -2.443  0.3241
H22 7.639 -1.517 -3.238  0.3641
H23 8.156 -1.479 -1.552  0.2918

***

Computed, not measured: a cluster of 2 separate species, C3H2BrO2 in total at a distorted geometry, with ωB97M-V with the def2-TZVPD basis set.

The energy above the lowest of the compared OMol25 structures with the same formula, charge and spin comes out at 53.1 kJ/mol. Its charge is -1. The HOMO-LUMO gap comes out at 6.79 eV. Its electronic energy is -2839.99195 Eh. The highest occupied orbital energy comes out at -3.1 eV.

Last column: Mulliken charge in e.
CARTESIAN COORDINATES (ANGSTROEM)
C1 0.417 0.314 0.147  -0.5379
C2 0.696 1.464 0.761  -0.4340
C3 0.633 0.160 3.629  0.6805
O1 -0.325 -0.207 4.179  -0.4404
O2 1.638 0.584 3.319  -0.3011
Br1 -0.869 2.032 2.052  -0.4389
H1 -0.611 -0.298 0.122  0.2378
H2 1.334 -0.150 -0.303  0.2340

***

Computed, not measured: a structure of composition AgClH42O21 at a distorted geometry, with ωB97M-V with the def2-TZVPD basis set.

The energy above the lowest of the compared OMol25 structures with the same formula, charge and spin comes out at 228.1 kJ/mol. Its charge is +1. The HOMO-LUMO gap (alpha / beta) comes out at 7.02 / 3.92 eV. Its electronic energy is -2212.15651 Eh. The highest occupied orbital energy (alpha / beta) comes out at -9.9 / -9.9 eV. As for the spin multiplicity: 2.

Last column: Mulliken charge in e.
CARTESIAN COORDINATES (ANGSTROEM)
Ag1 18.058 6.971 -7.674  1.4219
Cl1 15.150 9.838 -9.842  -0.7185
O1 19.262 7.323 -5.687  -0.1881
H1 20.104 7.731 -5.890  0.2673
H2 19.447 6.746 -4.946  0.1402
O2 17.597 7.394 -2.697  -0.6356
H3 18.252 6.760 -2.989  0.3024
H4 17.449 7.954 -3.458  0.3320
O3 21.139 4.392 -5.873  -0.6273
H5 21.989 4.833 -5.865  0.2744
H6 21.293 3.567 -5.414  0.2860
O4 18.882 7.824 -9.714  -0.2689
H7 19.403 7.573 -10.477  0.1039
H8 18.131 8.292 -10.079  0.1219
O5 18.592 7.030 -12.427  -0.5189
H9 18.753 6.103 -12.606  0.2356
H10 18.176 7.359 -13.223  0.2869
O6 15.840 7.600 -7.806  0.4587
H11 15.108 7.012 -7.618  -0.0168
H12 15.477 8.248 -8.410  -0.1342
O7 14.402 4.573 -9.623  -0.5809
H13 13.969 4.878 -8.826  0.2934
H14 13.843 3.866 -9.944  0.2936
O8 19.355 5.167 -7.846  -0.4028
H15 19.512 4.669 -8.648  0.2457
H16 19.973 4.803 -7.212  0.1852
O9 14.618 5.201 -4.598  -0.5682
H17 14.523 5.990 -4.064  0.2872
H18 14.058 4.553 -4.171  0.2599
O10 19.757 5.463 -3.757  -0.5747
H19 20.223 5.167 -2.975  0.2750
H20 20.163 4.979 -4.476  0.2138
O11 18.183 11.088 -10.615  -0.5880
H21 17.293 10.970 -10.281  0.2149
H22 18.149 11.911 -11.103  0.2535
O12 19.972 10.251 -5.693  -0.6871
H23 19.234 10.105 -6.286  0.3725
H24 20.740 10.259 -6.265  0.3085
O13 20.924 7.800 -7.820  -0.5531
H25 21.815 7.682 -8.150  0.2159
H26 20.554 8.491 -8.370  0.2120
O14 17.136 5.628 -9.409  -0.0749
H27 17.657 5.147 -10.051  0.1646
H28 16.270 5.222 -9.450  0.1127
O15 13.692 5.820 -7.117  -0.6596
H29 12.740 5.721 -7.091  0.2908
H30 13.990 5.486 -6.270  0.3038
O16 20.131 10.962 -8.597  -0.5685
H31 19.484 11.296 -9.218  0.1976
H32 20.932 11.445 -8.803  0.2723
O17 18.140 9.347 -7.444  -0.1527
H33 17.242 9.673 -7.401  0.1135
H34 18.597 9.975 -8.003  0.2210
O18 16.941 5.286 -6.352  -0.2063
H35 17.657 4.696 -6.114  0.1533
H36 16.189 4.962 -5.857  0.1441
O19 19.383 3.770 -10.096  -0.6148
H37 18.939 2.923 -10.070  0.2938
H38 19.356 4.027 -11.018  0.2593
O20 16.092 10.460 -6.127  -0.5077
H39 16.145 11.027 -5.358  0.2469
H40 15.177 10.177 -6.153  0.2440
O21 17.524 2.936 -4.943  -0.6264
H41 17.853 3.275 -4.110  0.3141
H42 16.718 2.474 -4.712  0.2801